<i>
# C4H18NO3

4 unconnected molecules or ions with the total composition C4H18NO3 (the ωB97M-V functional and the def2-TZVPD basis, the OMol25 dataset).

Geometry as ORCA input:
```
! wB97M-V def2-TZVPD RIJCOSX def2/J DEFGRID3
* xyz 1 1
C 0.1524 1.5002 -0.0391
C -0.3030 0.9861 -1.5234
C 0.7687 1.0746 -2.6411
C 1.9153 0.0590 -2.3350
N -0.1370 0.5093 0.9717
H 1.2108 1.8464 -0.0537
H -0.2969 2.4587 0.3404
H -0.6774 0.0247 -1.4142
H -1.2134 1.6269 -1.9783
H 0.2637 0.8196 -3.5036
H 1.1426 2.1243 -2.5744
H 2.3806 0.1927 -1.4155
H 2.5627 0.3607 -3.1050
H 1.7139 -0.9287 -2.4403
H -1.0127 0.0548 0.8100
H 0.0102 0.9763 1.8625
H 0.5682 -0.2741 1.0896
H -2.9834 2.5644 1.7759
H -2.9078 1.4118 2.6448
O -2.3628 1.8245 1.9273
H 1.6147 -3.7507 2.1568
H 0.8041 -2.7009 2.9122
O 0.9133 -3.2253 2.0550
H -0.0459 -2.6116 0.7531
H -1.2216 -2.3061 -0.3147
O -0.5699 -1.9960 0.3782
*
```

Results
Kohn-Sham gap, eV: 11.1

---

<ii>
# C4H18NO3

4 unconnected molecules or ions with the total composition C4H18NO3 (the ωB97M-V functional and the def2-TZVPD basis, the OMol25 dataset).

Geometry as ORCA input:
```
! wB97M-V def2-TZVPD RIJCOSX def2/J DEFGRID3
* xyz 1 1
C 0.2185 -1.3945 -0.1861
C -1.1302 -1.2043 -0.8604
C -2.3224 -1.7686 -0.0455
C -2.6718 -1.2212 1.3196
N 1.3564 -0.1824 -0.1823
H 0.1051 -1.5714 0.9435
H 0.8121 -2.1605 -0.7721
H -1.3293 -0.0482 -1.1425
H -1.2171 -1.7888 -1.7506
H -3.2409 -1.5403 -0.8475
H -2.3743 -2.8625 0.0540
H -1.7500 -1.1054 1.9060
H -3.3858 -1.7721 1.9742
H -3.0190 -0.1582 1.1565
H 1.1440 0.4390 -0.9823
H 2.3490 -0.5831 0.0048
H 1.2172 0.3634 0.6842
H 2.4624 -1.3338 -2.8331
H 3.3872 -0.2595 -2.9098
O 2.7110 -0.6026 -2.2456
H 0.4138 3.1382 3.0032
H 1.8000 2.7159 2.3970
O 0.8820 2.8202 2.1665
H 0.2624 2.9434 0.8564
H -0.2946 3.1693 -0.6769
O -0.0183 2.4353 -0.0652
*
```

Results
Kohn-Sham gap, eV: 11.0

---

Last place for stability: <ii>

---

<i>
# C2H11N2O

2 unconnected molecules or ions with the total composition C2H11N2O (the ωB97M-V functional and the def2-TZVPD basis, the OMol25 dataset).

Geometry as ORCA input:
```
! wB97M-V def2-TZVPD RIJCOSX def2/J DEFGRID3
* xyz 1 1
C 1.8503 1.5242 1.2616
N 0.5675 1.2085 0.6166
H 1.7090 1.6918 2.3228
H 2.4747 0.6316 1.2432
H 2.3439 2.3487 0.7894
H 0.3056 1.9107 -0.0849
H -0.2498 1.2621 1.2283
H 0.4594 0.3059 0.0873
N 0.3100 -1.3676 -0.5592
C -1.1702 -1.3329 -0.6794
O -1.5693 0.0203 -0.5809
H 0.5087 -2.1368 0.0733
H 0.7449 -1.6799 -1.4252
H -1.5341 -1.7744 -1.6080
H -1.5425 -1.8578 0.2031
H -2.1498 0.3253 -1.2865
*
```

Results
Kohn-Sham gap, eV: 12.0

---

<ii>
# C2H11N2O

2 unconnected molecules or ions with the total composition C2H11N2O (the ωB97M-V functional and the def2-TZVPD basis, the OMol25 dataset).

Geometry as ORCA input:
```
! wB97M-V def2-TZVPD RIJCOSX def2/J DEFGRID3
* xyz 1 1
C -0.0799 0.1888 2.2305
N 1.0179 -0.0730 1.2123
H -0.1642 -0.6481 2.8896
H -1.0025 0.3247 1.6704
H 0.1860 1.1029 2.7497
H 1.9051 0.2513 1.5851
H 1.0773 -1.0834 1.1079
H 0.7559 0.3537 0.2552
N -0.0574 0.8868 -1.1299
C -0.1511 -0.3587 -1.9003
O -1.4315 -0.8640 -1.4992
H -1.0037 1.2127 -0.9691
H 0.4527 1.5648 -1.6776
H 0.5323 -1.1228 -1.5265
H -0.1802 -0.1937 -2.9699
H -1.8567 -1.5418 -2.0282
*
```

Results
Kohn-Sham gap, eV: 11.3

---

<iii>
# C2H11N2O

2 unconnected molecules or ions with the total composition C2H11N2O (the ωB97M-V functional and the def2-TZVPD basis, the OMol25 dataset).

Geometry as ORCA input:
```
! wB97M-V def2-TZVPD RIJCOSX def2/J DEFGRID3
* xyz 1 1
C -1.1525 1.0099 -1.7292
N 0.2088 1.4953 -1.2435
H -0.9634 0.3747 -2.5841
H -1.7310 1.8942 -1.9660
H -1.6101 0.4834 -0.9035
H 0.2055 2.2101 -0.5158
H 0.6223 0.6229 -0.8014
H 0.8292 1.6843 -2.0130
N 0.1613 -2.1203 1.8705
C 0.2239 -0.7182 1.7099
O 1.0042 -0.2517 0.5507
H -0.1923 -2.5987 1.0391
H 1.0529 -2.5419 2.1005
H 0.6039 -0.1576 2.5579
H -0.8143 -0.3810 1.6167
H 1.5515 -1.0054 0.3112
*
```

Results
Kohn-Sham gap, eV: 10.5

---

<iv>
# C2H11N2O

2 unconnected molecules or ions with the total composition C2H11N2O (the ωB97M-V functional and the def2-TZVPD basis, the OMol25 dataset).

Geometry as ORCA input:
```
! wB97M-V def2-TZVPD RIJCOSX def2/J DEFGRID3
* xyz 1 1
C -0.2567 1.4024 -0.9168
N -0.0918 2.3700 0.1579
C 0.7055 0.2430 -0.6242
N 0.4217 -0.1410 0.8438
H -0.0474 1.7185 -1.9382
H -1.2891 1.0602 -0.8788
H 0.5774 3.0984 -0.0605
H -0.9567 2.8857 0.2873
H 1.6995 0.6866 -0.5853
H 0.6539 -0.7050 -1.1464
H 0.1949 0.8010 1.2386
H -0.3355 -0.8129 0.9012
H 1.2136 -0.5136 1.3641
H -0.0019 -3.8751 0.4620
H -1.4764 -3.8161 0.2012
O -0.7045 -3.2374 0.2934
*
```

Results
Kohn-Sham gap, eV: 11.8

---

Last place for stability: <iii>

---

<i>
# C2H11N2O

2 unconnected molecules or ions with the total composition C2H11N2O (the ωB97M-V functional and the def2-TZVPD basis, the OMol25 dataset).

Geometry as ORCA input:
```
! wB97M-V def2-TZVPD RIJCOSX def2/J DEFGRID3
* xyz 1 1
C -0.0662 1.4660 -1.0140
N -0.6380 0.1544 -0.5458
C -0.9301 0.1029 0.9248
O -1.3716 -1.1653 1.2746
H -0.8745 2.1856 -1.0924
H 0.3881 1.2781 -1.9807
H 0.6720 1.7978 -0.2942
H -1.4969 -0.0378 -1.0689
H 0.0180 0.2973 1.4186
H -1.6149 0.9174 1.1663
H -2.3254 -1.1861 1.1572
N 1.8200 -1.2288 0.0496
H 0.0797 -0.5837 -0.7416
H 1.5375 -1.7991 0.8369
H 2.4745 -1.7606 -0.5122
H 2.3278 -0.4381 0.4217
*
```

Results
Kohn-Sham gap, eV: 11.9

---

<ii>
# C2H11N2O

2 unconnected molecules or ions with the total composition C2H11N2O (the ωB97M-V functional and the def2-TZVPD basis, the OMol25 dataset).

Geometry as ORCA input:
```
! wB97M-V def2-TZVPD RIJCOSX def2/J DEFGRID3
* xyz 1 1
C 1.3963 0.7244 0.0333
N 1.3746 0.1600 1.3887
C 0.7922 -0.3436 -0.9848
N -0.4655 -0.9549 -0.3426
H 0.8623 1.6458 0.0091
H 2.5522 0.8539 -0.2142
H 1.0365 0.7609 2.2001
H 2.2165 -0.3711 1.5919
H 0.6481 0.0329 -2.0029
H 1.4388 -1.2615 -0.9704
H -0.7633 -1.8264 -0.7598
H -1.2847 -0.3054 -0.3185
H -0.0840 -1.0814 0.7549
H -3.8498 0.2253 -0.1035
H -2.9774 1.3024 -0.3998
O -2.8928 0.4387 0.1183
*
```

Results
Kohn-Sham gap, eV: 10.8

---

Last place for stability: <ii>

---

<i>
# C3H4N4

A molecular structure, C3H4N4 (the ωB97M-V functional and the def2-TZVPD basis, the OMol25 dataset).

Geometry as ORCA input:
```
! wB97M-V def2-TZVPD RIJCOSX def2/J DEFGRID3
* xyz 0 1
C 0.7765 0.0692 -0.0068
C -0.9849 -1.1587 0.0036
C -1.1396 1.0961 0.0642
H 2.7884 -1.1251 0.2880
H 2.6525 1.0377 0.2757
H -1.7175 -1.7344 -0.0679
H -1.5589 2.0885 -0.0535
N 2.2345 0.0474 -0.0439
N 0.2406 -1.1686 -0.0273
N -1.8747 -0.0242 0.0292
N 0.2457 1.1017 -0.0735
*
```

Results
Kohn-Sham gap, eV: 10.1

---

<ii>
# C3H4N4

C3H4N4 in the gas phase (the ωB97M-V functional and the def2-TZVPD basis, the OMol25 dataset).

Geometry as ORCA input:
```
! wB97M-V def2-TZVPD RIJCOSX def2/J DEFGRID3
* xyz 0 1
N -1.6078 -0.9457 0.7113
C -0.6097 -0.2086 0.1353
C 0.7364 -0.6289 0.2573
N 1.7142 0.1134 -0.1958
C 1.3428 1.2372 -0.8356
N 0.0983 1.6074 -1.0828
N -0.9030 0.8827 -0.5797
H -1.3836 -1.7973 1.2006
H -2.5247 -0.5587 0.8640
H 0.9937 -1.5872 0.7125
H 2.1434 1.8856 -1.1872
*
```

Results
Kohn-Sham gap, eV: 9.4
SMILES string: Nc1cncnn1

---

Last place for stability: <i>